[1]
ORCA calculation (ωB97M-V/def2-TZVPD) on C36H30N5O5S3W as an isolated structure in a non-equilibrium geometry.

```
80
Properties=species:S:1:pos:R:3:forces:R:3:mulliken_charge:R:1
W -0.0390 0.8532 -0.4221 -3.74 0.34 -2.59 -2.0151
C -3.2140 2.6991 -0.1011 0.34 0.13 -0.21 -2.0226
C -2.4181 1.6563 -0.8297 1.13 -0.55 0.35 1.3403
N -2.0518 0.5499 -0.0696 -0.25 -0.28 -0.55 0.5510
N -2.7662 -0.6061 -0.3093 -0.37 -0.18 0.65 -1.1666
C -2.1203 -1.7040 -0.2839 0.14 0.09 0.01 0.2440
S -0.3927 -1.8011 -0.2584 -0.16 0.74 0.24 -0.0025
S -3.0843 -3.2006 -0.2704 0.01 -0.19 0.04 -0.1023
C -2.7630 -3.8069 1.4520 0.02 0.20 -0.45 -1.3429
C -1.6958 -4.8605 1.5385 -0.05 0.01 0.01 0.7290
C -1.9819 -6.1612 1.1286 0.05 0.02 0.00 -0.4249
C -1.0034 -7.1423 1.1422 -0.07 -0.01 -0.03 -0.5044
C 0.2844 -6.8316 1.5547 0.08 -0.04 0.05 -0.4426
C 0.5738 -5.5471 1.9885 -0.01 0.03 0.01 -0.5634
C -0.4145 -4.5723 1.9966 0.01 -0.06 -0.04 -0.1382
C -2.6116 1.4629 -2.2522 0.08 -0.09 -0.37 0.8360
C -3.6574 2.0059 -3.0006 0.06 -0.14 0.17 -1.0263
C -3.8084 1.6905 -4.3420 -0.11 0.02 -0.08 -0.7889
C -2.9091 0.8286 -4.9561 0.07 0.00 0.00 -0.6254
C -1.8225 0.3342 -4.2509 0.08 -0.18 -0.03 -0.9265
C -1.6476 0.6713 -2.9133 -0.29 0.23 0.09 0.0025
O -0.5499 0.3308 -2.2510 0.04 -0.32 -0.60 0.6744
H -2.9474 2.7185 0.9491 -0.02 0.02 0.01 0.4008
H -4.2712 2.4148 -0.1618 -0.02 0.03 -0.03 0.5239
H -3.0899 3.6971 -0.5266 -0.04 0.03 0.01 0.2156
H -3.7243 -4.2132 1.7654 0.00 0.03 0.10 0.5407
H -2.5312 -2.9266 2.0486 -0.01 -0.04 0.08 0.4010
H -2.9817 -6.3965 0.7809 0.00 -0.01 -0.01 0.3596
H -1.2437 -8.1494 0.8232 0.01 0.01 -0.02 0.3620
H 1.0575 -7.5904 1.5421 -0.01 0.01 0.01 0.3704
H 1.5767 -5.2916 2.3085 -0.01 -0.02 0.02 0.3705
H -0.1779 -3.5765 2.3433 -0.02 0.12 -0.08 0.3220
H -4.3730 2.6575 -2.5138 -0.03 -0.02 -0.01 0.3784
H -4.6364 2.1023 -4.9066 0.00 0.00 0.02 0.3715
H -3.0434 0.5531 -5.9953 0.03 0.04 -0.01 0.3954
H -1.0820 -0.2993 -4.7245 -0.01 0.01 -0.01 0.3969
C 2.1794 -1.2616 -3.2179 -0.14 0.01 -0.17 -0.6460
O 3.3783 -1.4498 -2.4543 -0.02 0.13 0.21 -0.5334
C 3.2605 -1.6009 -1.1032 0.30 -0.30 -0.43 -0.1120
C 4.1122 -2.5162 -0.5066 -0.19 0.25 0.05 -0.5410
C 4.0928 -2.7112 0.8709 0.14 -0.15 0.12 -0.8120
C 3.1987 -2.0183 1.6516 -0.24 0.15 0.14 -0.9730
C 2.3014 -1.0983 1.0836 0.53 -0.59 -0.61 1.1053
C 1.4039 -0.3978 1.9524 -0.34 0.63 -0.18 -0.5286
N 0.4897 0.4135 1.5433 0.22 -0.26 1.32 1.6774
N -0.0926 1.2056 2.5089 -0.32 0.44 0.82 -1.4780
C -0.5768 2.2674 1.9393 0.79 -0.72 -0.33 1.0995
O -0.4986 2.4418 0.6424 -0.31 0.97 1.95 -0.3813
C -1.1964 3.3300 2.7374 -0.19 0.48 0.13 0.0410
C -1.6985 3.0908 4.0145 0.13 -0.10 -0.16 -0.3002
C -2.3422 4.1042 4.7032 -0.07 0.03 0.12 -0.6705
C -2.4745 5.3655 4.1380 0.04 -0.03 -0.06 -0.3708
C -1.9392 5.6168 2.8811 -0.04 0.10 0.11 -0.8064
C -1.3097 4.6043 2.1800 0.09 -0.18 -0.03 -0.0402
C 2.3675 -0.8593 -0.3180 -0.51 0.30 0.84 0.7198
O 1.6175 0.0751 -0.8660 2.81 -1.04 -1.15 0.5053
H 2.4402 -1.5277 -4.2423 0.04 -0.04 0.05 0.3260
H 1.8238 -0.2344 -3.1877 0.04 0.01 0.06 0.1323
H 1.3793 -1.9149 -2.8625 0.02 0.03 0.05 0.2831
H 4.7951 -3.0638 -1.1420 -0.01 -0.01 -0.03 0.4717
H 4.7729 -3.4228 1.3215 -0.01 0.01 0.00 0.4146
H 3.1613 -2.1699 2.7247 0.04 -0.06 -0.01 0.4180
H 1.5308 -0.4863 3.0268 0.07 0.05 0.04 0.4966
H -1.5808 2.1034 4.4407 -0.06 0.00 0.00 0.4490
H -2.7541 3.9104 5.6861 0.01 -0.02 0.00 0.3815
H -2.9997 6.1479 4.6715 0.04 0.01 0.03 0.3819
H -2.0153 6.6073 2.4504 -0.03 -0.02 -0.04 0.3893
H -0.8989 4.7746 1.1936 -0.03 -0.01 -0.02 0.5171
O 1.9899 2.2531 0.4813 0.49 0.07 0.21 -0.5015
N 2.9205 2.3150 -0.4269 -0.09 0.06 -0.15 0.1154
C 4.2016 2.0640 -0.0967 0.12 -0.03 -0.03 -0.0696
C 5.2003 2.0913 -1.0382 0.02 0.05 0.03 -0.9174
C 4.8726 2.3932 -2.3576 -0.08 0.04 -0.06 -0.1690
C 3.5571 2.6456 -2.6844 0.20 -0.05 0.06 -0.7786
C 2.5511 2.5847 -1.7171 -0.28 0.08 0.07 0.9499
S 0.8734 2.7941 -2.0340 -0.04 -0.28 0.32 -0.5678
H 4.3565 1.8363 0.9471 -0.06 -0.01 0.00 0.4416
H 6.2152 1.8730 -0.7388 -0.01 -0.01 0.01 0.3995
H 5.6389 2.4062 -3.1214 -0.01 0.03 -0.01 0.3612
H 3.2563 2.8694 -3.6975 0.00 -0.05 -0.02 0.4267
```
Forces are in eV/Å.

relative energy (zero: lowest compared OMol25 entry of this formula, charge and spin)	1.493	eV
charge	-1
largest force on an atom	4.56	eV Å⁻¹
LUMO	1.8	eV
DFT total energy	-3301.5354	Ha

[2]
ORCA calculation (ωB97M-V/def2-TZVPD) on C11H25ClN3O4P2S as an isolated structure in a non-equilibrium geometry.

```
47
Properties=species:S:1:pos:R:3:forces:R:3:mulliken_charge:R:1
C -5.6415 -1.1009 -0.8533 0.31 -0.29 0.18 -1.2909
C -4.4119 -1.7621 -1.4749 0.23 0.30 0.51 -0.2924
C -3.1647 -1.5549 -0.5630 -0.31 0.36 -0.09 -0.3722
C -2.2432 -0.5279 -1.0959 0.21 0.20 -0.04 0.3149
N -1.8180 0.4811 -0.3638 -0.44 -0.38 -0.09 -0.3821
C -0.9805 1.4364 -1.0725 0.88 0.50 -1.39 0.4767
P -0.2337 2.8322 -0.0689 -0.34 -0.08 1.29 -0.1084
N 1.3701 2.3135 0.1230 -0.34 0.42 -0.40 -0.3786
O -0.1821 4.0767 -1.1053 0.04 -0.35 0.04 -0.4280
P -2.3652 2.1810 -2.2377 -1.57 -0.04 -0.41 0.4924
O -3.1274 3.3607 -1.4033 1.17 0.23 -0.10 -0.4804
Cl -1.3348 3.1804 -3.6975 0.10 0.05 0.23 -0.2367
C -0.1591 0.4631 -1.9674 -0.75 -0.33 0.33 -0.9085
O 0.4903 -0.5108 -1.2378 0.69 0.77 0.13 -0.0927
C 1.9366 -0.5543 -1.3392 0.13 -0.68 -0.13 -0.6337
C 2.4462 -1.3631 -0.1703 -0.35 0.04 0.24 -0.7275
N 2.4747 -0.5844 1.0539 -0.04 -0.24 0.02 0.0286
C 2.5800 -1.3890 2.2788 0.08 0.13 -0.25 -0.8897
C 3.9280 -1.2116 2.9881 -0.31 0.16 -0.33 0.4011
C 4.3043 0.2531 3.1127 -0.04 -0.17 0.16 -1.2883
O 3.8339 -1.7571 4.2951 -0.03 0.17 0.06 -0.5650
S -1.6162 -0.5141 -2.7011 0.54 -0.94 0.40 -0.1577
H -5.5564 -0.0168 -0.8953 -0.15 0.10 -0.06 0.2845
H -5.7124 -1.3900 0.1948 -0.12 -0.01 0.07 0.3499
H -6.5531 -1.4326 -1.3386 -0.09 0.17 -0.16 0.3792
H -4.5679 -2.8281 -1.5929 -0.04 -0.07 -0.23 0.3777
H -4.2078 -1.2910 -2.4344 -0.10 -0.33 -0.29 0.2852
H -2.5902 -2.4698 -0.4202 0.03 -0.09 -0.13 0.3299
H -3.4908 -1.2114 0.4197 0.01 -0.15 0.13 0.3761
H -2.0629 0.5388 0.6162 0.05 0.18 0.07 0.3934
H 1.8167 2.9882 0.7368 0.21 -0.24 0.23 0.2921
H 1.9070 2.3124 -0.7405 0.14 -0.18 0.08 0.2378
H 0.3658 3.9154 -1.8808 0.04 0.26 -0.30 0.3407
H -3.4504 3.0006 -0.5721 -0.33 0.13 0.30 0.3390
H 0.4305 0.9080 -2.7641 -0.02 0.18 -0.06 0.7875
H 2.3608 0.4436 -1.3376 0.03 0.11 -0.05 0.2890
H 2.1932 -1.0842 -2.2573 -0.01 0.16 -0.18 0.3916
H 1.7760 -2.2325 -0.0952 0.04 -0.13 0.00 0.3563
H 3.4394 -1.7557 -0.3840 0.12 0.08 -0.14 0.3608
H 1.6547 -0.0003 1.1013 -0.03 0.13 -0.06 0.0655
H 1.7794 -1.1101 2.9634 0.06 0.05 0.20 0.3893
H 2.4461 -2.4480 2.0397 -0.09 -0.11 0.08 0.3484
H 4.6667 -1.7457 2.3832 0.28 0.02 0.17 0.2214
H 5.0656 0.3635 3.8805 0.10 0.01 -0.01 0.3749
H 3.4280 0.8251 3.4191 -0.01 0.12 0.03 0.2951
H 4.6737 0.6459 2.1711 -0.03 0.06 -0.06 0.3152
H 4.1027 -2.6730 4.2877 0.06 -0.32 0.00 0.3388
```
Forces are in eV/Å.

charge	+1
largest force on an atom	1.72	eV Å⁻¹
LUMO	-4.0	eV
DFT total energy	-2440.2335	Ha

[3]
ORCA calculation (ωB97M-V/def2-TZVPD) on one molecule with the formula C6H6FN3O3 in a non-equilibrium geometry.

```
19
Properties=species:S:1:pos:R:3:forces:R:3:mulliken_charge:R:1
C -0.6835 -1.3751 0.8723 -4.86 0.45 0.94 -0.5398
C -1.7896 -0.6652 0.3005 1.91 -1.31 2.54 -0.3640
C 0.3956 -1.4949 0.0822 3.18 0.07 -1.84 -0.5713
C -1.5866 0.0723 -0.7817 0.97 1.89 -4.04 0.2550
C 1.9672 0.4956 -0.3332 -2.53 -0.46 -2.13 0.3525
C 0.6718 -0.5397 -1.0031 2.34 -0.08 1.27 0.5105
N -0.4131 0.2675 -1.4197 0.00 -0.57 -0.37 -0.1139
N 2.1427 1.5600 -1.0922 2.87 4.94 -0.60 -0.3440
N 1.4789 -1.1369 -2.1594 -3.28 4.24 0.95 0.8971
O 2.4286 0.3389 0.7222 1.21 -1.10 2.89 -0.5115
O 1.9168 -2.2210 -2.0075 1.84 -3.67 0.08 -0.6989
O 1.7232 -0.2631 -3.0235 0.47 0.09 -1.41 -0.7397
F -2.5559 0.5822 -1.5339 -1.01 0.33 0.38 -0.2803
H -1.0426 -1.9119 1.7633 1.28 -0.10 -0.41 0.3549
H -2.7248 -0.6133 0.7647 -1.28 -0.18 0.58 0.4472
H 1.2411 -2.1750 0.2015 -0.44 0.16 0.39 0.4279
H -0.4010 0.7300 -2.3499 0.15 -0.63 1.01 0.3601
H 2.0649 1.6680 -2.1025 -0.43 -1.08 0.49 0.2424
H 2.8702 2.3531 -0.7272 -2.39 -2.98 -0.71 0.3158
```
Forces are in eV/Å.

relative energy (zero: lowest compared OMol25 entry of this formula, charge and spin)	0.871	eV
charge	0
largest force on an atom	5.74	eV Å⁻¹
LUMO (alpha / beta)	-0.6 / -2.6	eV
multiplicity	3
DFT total energy	-721.8238	Ha

[4]
ORCA calculation (ωB97M-V/def2-TZVPD) on C21H30Br2N3O2SbZr as an isolated structure in a non-equilibrium geometry.

```
60
Properties=species:S:1:pos:R:3:forces:R:3:mulliken_charge:R:1
Zr 0.7151 0.4130 -0.6457 -0.29 1.38 -3.66 1.5412
Br 7.4268 0.7349 -0.6039 -1.06 -0.06 0.05 0.0933
C 5.5633 0.5641 -0.5290 0.32 -0.05 -0.02 -0.2538
C 4.9488 -0.7044 -0.5974 0.00 0.20 0.01 -0.7966
C 3.5811 -0.7905 -0.5076 0.59 -0.63 0.01 -0.2861
N 2.7881 0.3020 -0.3657 0.69 0.38 0.12 0.1199
C 3.3520 1.5463 -0.3564 1.09 0.34 0.25 0.3928
C 4.7300 1.6956 -0.4080 -0.29 -0.06 -0.07 -0.6628
C 2.3908 2.6807 -0.2826 0.44 0.92 0.18 1.0836
C 2.7757 3.9982 -0.4782 -0.20 -0.20 -0.01 -0.6785
C 1.8254 5.0375 -0.4272 -0.07 0.28 0.00 -0.2490
Br 2.3293 6.8217 -0.7030 -0.26 -0.97 0.16 0.0798
C 0.4876 4.6832 -0.1666 0.45 0.10 -0.16 -0.8039
C 0.1741 3.3584 0.0237 -0.50 0.51 0.47 -0.2841
N 1.0835 2.3552 -0.0132 0.58 1.87 0.68 -0.2926
H 5.5547 -1.5912 -0.7165 -0.05 -0.11 0.00 0.5055
H 3.0750 -1.7607 -0.5480 0.17 0.29 -0.02 0.5942
H 5.1970 2.6666 -0.3549 -0.05 0.12 -0.02 0.5188
H 3.8010 4.2574 -0.6884 0.12 -0.06 -0.03 0.4740
H -0.2739 5.4476 -0.1185 -0.12 -0.02 0.04 0.4854
H -0.8548 3.0799 0.2648 0.35 0.05 -0.08 0.7528
C -4.3423 -0.4710 1.3630 0.11 -0.11 0.10 -1.0592
C -4.2320 0.3371 0.0940 0.46 0.33 -0.51 -0.6082
Sb -2.1481 0.3537 -0.7390 -1.95 -0.55 -0.21 0.3418
C -1.9448 1.2225 -2.7749 0.52 -0.06 0.53 -0.4409
C -3.2080 1.1269 -3.6039 -0.32 -0.21 -0.07 -1.2447
C -1.9929 -1.8175 -1.2828 -0.17 1.16 -0.59 0.0517
C -3.2604 -2.5180 -1.6964 -0.13 0.00 0.16 -1.4397
H -5.4002 -0.4846 1.6362 -0.01 -0.02 0.02 0.4081
H -3.8070 -0.0173 2.1977 0.02 -0.05 -0.03 0.3343
H -4.0301 -1.5090 1.2377 0.00 0.04 0.06 0.2595
H -4.4876 1.3853 0.2435 0.01 -0.02 -0.12 0.5675
H -4.8134 -0.0730 -0.7379 0.14 0.12 0.07 0.4185
H -1.0934 0.6662 -3.2265 -0.31 0.26 -0.02 0.4714
H -1.6574 2.2738 -2.6385 0.07 -0.25 0.07 0.4478
H -3.4892 0.0940 -3.8012 -0.07 0.00 -0.03 0.3043
H -3.0687 1.6193 -4.5654 0.11 0.01 -0.04 0.4141
H -4.0317 1.6331 -3.1024 -0.06 -0.03 -0.02 0.3368
H -1.5649 -3.4375 -0.2102 0.18 0.29 0.29 0.4740
H -1.2155 -1.8931 -2.0600 -0.32 -0.16 0.30 0.3547
H -3.9816 -2.5857 -0.8811 -0.02 0.08 -0.03 0.3485
H -3.0437 -3.5302 -2.0413 0.05 -0.11 -0.03 0.5286
H -3.7301 -2.0039 -2.5340 0.03 0.04 -0.02 0.2919
O -1.4915 -2.4668 -0.0570 0.78 -0.62 -0.05 -0.0278
C 0.0379 -2.2066 0.3512 -0.27 -1.59 1.60 -0.7235
O 0.5145 -1.3651 -0.5820 -0.61 -1.79 0.12 -0.5121
C -0.1056 -1.5012 1.7423 -1.07 -0.20 -0.24 0.5634
N 1.2679 -1.0006 2.1620 0.11 0.08 -0.25 0.2061
C 1.9090 -2.0841 3.0345 0.38 -0.94 0.51 -0.4909
C 0.9207 -3.2401 3.0210 -0.12 0.02 -0.07 -0.6053
C -0.4273 -2.5577 2.8057 0.13 0.03 -0.08 -0.7823
H -0.8209 -0.6351 1.7372 0.50 -0.52 0.24 0.0415
H 1.1893 -0.1660 2.7581 0.02 -0.07 -0.44 0.4441
H 1.8501 -0.8065 1.3212 0.02 -0.14 1.10 -0.1652
H 2.0258 -1.6847 4.0438 0.03 0.19 -0.22 0.3884
H 2.8830 -2.3676 2.6388 -0.01 0.27 -0.04 0.3052
H 0.9443 -3.7887 3.9609 0.07 0.01 0.00 0.4754
H 1.1336 -3.9322 2.2086 0.04 0.01 0.04 0.2726
H -0.7775 -2.0966 3.7266 -0.12 0.12 0.05 0.4232
H -1.1795 -3.2670 2.4699 -0.12 0.11 -0.05 0.2924
```
Forces are in eV/Å.

relative energy (zero: lowest compared OMol25 entry of this formula, charge and spin)	7.735	eV
charge	+4
largest force on an atom	3.92	eV Å⁻¹
LUMO (alpha / beta)	-14.2 / -14.2	eV
DFT total energy	-6566.5987	Ha

[5]
ORCA calculation (ωB97M-V/def2-TZVPD) on C6H7AsN11O3S4Tc as an isolated structure.

```
33
Properties=species:S:1:pos:R:3:forces:R:3:mulliken_charge:R:1
Tc 0.6662 -0.3692 0.4922 -0.05 0.14 0.02 0.8499
N 0.3331 -0.5994 -1.8665 0.09 0.04 0.04 -0.1319
C -0.3187 0.3332 -2.8177 -0.04 0.01 -0.01 -1.0871
C -0.6378 1.5675 -2.0123 0.08 -0.03 0.03 0.9135
O 0.0034 2.5800 -2.0592 0.00 -0.01 0.01 -0.5586
N -1.6286 1.3806 -1.0356 -0.19 0.09 -0.05 -0.0578
C -2.5846 0.2816 -0.9445 0.08 -0.05 0.05 -0.6836
C -2.2658 -1.0257 -0.1773 -0.02 -0.04 -0.05 0.4962
O -3.1946 -1.7946 -0.1219 0.00 0.01 -0.01 -0.6335
O -1.1004 -1.2822 0.3591 -0.06 0.06 0.11 -0.5885
H 1.3097 -0.6992 -2.1236 -0.01 -0.06 -0.03 0.3736
H -0.0688 -1.5306 -1.9255 -0.02 0.01 -0.04 0.1653
H -1.1976 -0.1207 -3.2703 0.00 0.00 0.01 0.3578
H 0.3629 0.6295 -3.6106 -0.01 0.00 -0.01 0.4155
H -2.8622 -0.0026 -1.9562 -0.02 0.00 0.00 0.4201
H -3.4923 0.6781 -0.4916 0.00 -0.01 0.01 0.3598
N 0.4632 2.0906 3.0057 0.03 0.03 -0.01 -0.0968
C -0.3367 2.2519 1.9339 0.02 -0.03 -0.07 0.2932
N -1.3148 3.1863 1.8408 0.03 0.04 0.05 -0.4178
N -1.9057 2.9888 0.7012 -0.01 -0.02 -0.05 -0.6968
N -1.3168 1.9781 0.1378 0.09 0.05 -0.05 0.7536
N -0.2904 1.4863 0.8537 -0.04 -0.17 0.09 -0.0885
C 1.2059 0.9523 3.2275 0.06 0.01 0.01 0.4250
N 1.9129 0.7650 4.3093 -0.02 0.03 -0.03 -0.4608
N 2.4639 -0.4640 4.1370 0.02 -0.03 -0.01 -0.5924
N 2.1107 -0.9779 3.0311 0.01 -0.03 0.02 -0.5043
N 1.2811 -0.1014 2.3844 -0.13 -0.04 -0.06 0.5991
H 0.4237 2.7721 3.7476 -0.04 -0.02 0.02 0.2366
S 2.9853 -5.8764 -2.8805 -0.07 0.05 -0.13 -0.2414
As 3.1543 -4.0275 -2.1023 0.05 -0.08 0.20 0.3679
S 1.8553 -2.4972 0.5406 0.12 0.10 -0.04 0.2720
S 2.8116 -0.8667 -0.2546 0.01 0.03 -0.01 -0.2680
S 1.1730 -3.6866 -1.0514 0.04 -0.05 -0.02 -0.1914
```
Forces are in eV/Å.

relative energy (zero: lowest compared OMol25 entry of this formula, charge and spin)	0.055	eV
charge	0
largest force on an atom	0.23	eV Å⁻¹
LUMO (alpha / beta)	-2.2 / -2.2	eV
DFT total energy	-4970.1995	Ha

[6]
ORCA calculation (ωB97M-V/def2-TZVPD) on an isolated ion of composition CH4N3O2 and charge +1 in a non-equilibrium geometry.

```
10
Properties=species:S:1:pos:R:3:forces:R:3:mulliken_charge:R:1
N -0.6049 -1.2269 0.2148 0.64 4.88 -0.51 -0.2591
C -0.0346 -0.0342 -0.0359 -6.15 2.87 0.29 0.4803
N -0.8909 1.1770 -0.1776 1.08 -9.23 1.40 -0.3118
N 1.4890 0.0777 -0.0665 -2.08 -3.34 -0.24 1.0446
O 2.0485 -0.9782 -0.0909 0.09 -1.04 -0.09 -0.5392
O 1.9154 1.1383 -0.0170 1.44 4.44 0.07 -0.4741
H -1.6039 -1.2568 0.4769 0.97 -0.65 -0.42 0.2687
H 0.0633 -1.9259 0.0778 0.69 -2.34 0.29 0.2929
H -1.9227 1.0326 -0.0670 1.59 0.55 -0.30 0.2531
H -0.4593 1.9965 -0.3146 1.73 3.84 -0.49 0.2443
```
Forces are in eV/Å.

relative energy (zero: lowest compared OMol25 entry of this formula, charge and spin)	1.204	eV
charge	+1
largest force on an atom	9.40	eV Å⁻¹
LUMO	-6.6	eV
DFT total energy	-354.8426	Ha